The following is a quantum chemistry calculation of a structure of composition C50H69GeO4Os in a non-equilibrium geometry, from the OMol25 dataset.

For the total energy, the calculation gives -4414.9208 Eh. For the HOMO-LUMO gap (alpha / beta), the calculation gives 5.88 / 5.86 eV. The lowest unoccupied orbital energy (alpha / beta) is -0.1607 / -0.1615 hartree. Its net charge is +1.

The geometry in XYZ format:
```
125
Properties=species:S:1:pos:R:3:forces:R:3:lowdin_charge:R:1
Os -0.6972 -0.0097 -2.5259 -0.41 -0.20 2.62 1.618
Ge 1.7374 1.6513 -4.8375 0.26 0.60 -0.12 0.769
O 0.2371 -2.0759 -2.5234 -0.81 1.06 0.01 -0.266
O -1.6470 1.9952 -2.2274 0.60 -1.29 0.28 -0.273
O 0.4239 0.1375 -0.9751 0.56 0.34 -0.95 -0.201
O -2.5504 -0.8658 -2.0840 1.88 1.01 -2.51 -0.209
C 0.3147 -5.4636 3.0009 -0.12 0.00 0.06 -0.064
C 0.4453 -2.6155 -1.2340 0.07 -0.17 0.15 -0.198
C 1.4246 -4.5496 2.4889 0.15 0.12 -0.01 -0.556
C -2.9293 2.2857 1.2238 -0.08 0.00 -0.03 0.045
C -5.8371 -1.3769 3.4290 0.02 0.03 -0.02 -0.063
C 2.8276 -0.0896 -0.8780 -0.01 -0.39 -0.16 -0.124
C 2.0765 3.3024 -3.8678 -0.07 0.07 0.13 -0.199
C -3.8637 -0.2967 -0.1798 0.60 -0.67 -0.82 -0.130
C -1.7714 5.0124 3.1499 0.01 -0.06 0.02 -0.040
C 1.6678 -2.3638 -0.6342 0.38 0.04 -0.09 -0.127
C 2.7179 -1.5268 -1.3215 0.07 -0.09 0.06 -0.054
C -3.3520 3.2500 3.8961 -0.07 -0.11 0.02 -0.064
C -0.9020 2.9039 4.2012 0.03 -0.03 -0.01 -0.042
C 1.8378 2.0810 -0.6851 -0.23 0.15 0.17 -0.155
C 0.6648 2.9654 -0.9722 -0.11 0.32 0.19 -0.080
C 4.2446 1.8480 -0.4434 0.18 -0.02 -0.01 -0.152
C -1.9528 -3.4464 -1.1281 0.21 -0.11 0.03 -0.063
C -4.0067 1.0955 -0.7099 0.20 0.25 0.16 -0.061
C 6.3576 1.7569 0.9068 -0.02 0.01 0.05 -0.042
C -0.2229 -3.9389 0.6269 -0.06 -0.07 0.01 0.045
C -1.7225 2.2106 -0.8279 -0.23 0.21 0.23 -0.203
C 0.2962 0.4062 -4.2510 -1.36 -1.24 0.20 -0.388
C 4.0769 0.4852 -0.6797 0.00 -0.20 0.03 0.023
C 1.7999 -3.5565 3.6004 -0.03 0.03 0.00 -0.041
C -0.6759 3.0224 1.1468 0.16 0.05 0.15 0.043
C 1.9284 -2.9408 0.5933 0.20 0.03 0.14 0.039
C -1.9780 3.4895 3.2750 0.14 0.05 -0.05 -0.555
C 5.6286 3.9411 -0.0449 -0.10 -0.01 0.03 -0.064
C 3.0987 2.6269 -0.4510 -0.14 0.14 0.04 0.017
C 3.4143 0.6796 -4.9426 0.04 -0.34 0.14 -0.200
C 1.0177 -3.7880 1.2256 -0.06 -0.08 0.06 -0.140
C -0.0039 -3.0230 -3.5880 0.16 0.06 -0.21 -0.023
C -3.9613 -2.9814 3.7782 -0.06 0.03 0.01 -0.042
C 6.4449 2.1607 -1.5712 -0.03 -0.05 -0.02 -0.042
C -2.8428 -2.5059 -0.3764 -0.12 0.90 -0.62 -0.125
C 2.6480 -5.4225 2.1532 -0.01 0.01 -0.02 -0.042
C -0.5951 2.7050 -0.1966 0.25 0.25 0.07 -0.128
C -2.8705 1.9137 -0.1213 -0.41 -0.06 -0.06 -0.114
C -0.5387 -3.3377 -0.5931 -0.30 -0.21 -0.10 -0.111
C -3.0434 -1.2013 -0.8992 -0.50 -0.36 1.80 -0.273
C 1.1191 2.1730 -6.6125 -0.08 -0.12 -0.16 -0.215
C -5.0018 -2.4725 2.7649 -0.05 -0.24 -0.01 -0.558
C -4.2981 -1.9893 1.5067 0.22 0.09 -0.41 -0.139
C 1.6923 0.7138 -0.8456 -0.25 0.01 0.07 -0.214
C -1.8624 2.8929 1.8701 -0.07 0.05 0.03 -0.138
C -4.4759 -0.7021 0.9874 -0.11 -0.49 0.46 0.028
C -2.5656 2.7389 -3.0477 0.08 -0.13 -0.41 -0.006
C -5.9434 -3.6328 2.3793 0.01 0.08 0.08 -0.040
C -3.4653 -2.8711 0.7911 -0.48 0.24 0.58 0.023
C 5.6529 2.4291 -0.2795 -0.03 -0.02 -0.04 -0.557
H 2.8927 -2.7358 1.0543 -0.10 -0.09 -0.08 0.129
H 3.4969 -4.8131 1.8308 -0.06 -0.08 0.03 0.079
H -5.1234 0.0035 1.4991 0.08 -0.09 -0.05 0.109
H 0.3037 2.8967 -6.5258 0.06 -0.07 -0.03 0.025
H -1.9967 -3.1826 -2.1800 -0.05 -0.11 -0.02 0.094
H 0.7595 1.3068 -7.1753 0.05 0.13 0.01 0.027
H -0.9525 -2.8021 -4.0706 -0.08 0.04 0.05 0.097
H -6.6762 -3.3048 1.6358 0.06 -0.03 0.07 0.093
H -3.3786 -3.8170 3.3796 -0.06 0.08 0.04 0.070
H -4.9705 1.5092 -0.4223 -0.06 0.10 0.02 0.135
H 0.2191 3.4134 1.6301 -0.18 0.02 -0.10 0.132
H -5.3906 -4.4790 1.9628 -0.05 0.07 0.04 0.079
H -3.9451 1.0536 -1.7910 -0.12 0.08 -0.08 0.095
H 3.8036 0.4536 -3.9437 -0.04 0.04 -0.13 0.014
H -1.0129 3.3217 5.2070 0.03 -0.05 -0.11 0.090
H 5.2264 4.4694 -0.9159 0.03 -0.01 0.12 0.088
H -2.3207 -4.4647 -1.0103 0.05 -0.08 -0.01 0.137
H 2.4096 -6.1277 1.3505 0.04 0.06 0.08 0.094
H 0.8015 -2.9309 -4.3156 0.05 0.02 0.04 0.098
H 7.3569 2.1847 1.0364 -0.10 -0.07 -0.01 0.090
H 2.8416 3.8427 -4.4342 -0.08 -0.07 0.01 0.040
H 0.9610 4.0060 -0.8253 0.00 0.01 -0.07 0.141
H 3.1694 3.7006 -0.3073 -0.05 -0.10 -0.08 0.116
H 4.1396 1.3111 -5.4626 -0.05 -0.05 0.06 0.032
H -0.9933 1.8149 4.2685 0.01 0.11 0.00 0.092
H 2.6192 -2.8999 3.2934 -0.07 -0.06 0.05 0.079
H 0.9430 -2.9289 3.8676 0.09 -0.07 -0.02 0.091
H 6.4673 0.6801 0.7546 0.00 0.08 0.02 0.079
H -6.6268 -1.0129 2.7638 0.09 -0.02 0.08 0.089
H -2.5248 5.4463 2.4862 0.06 0.00 0.06 0.093
H 4.9501 -0.1618 -0.7351 -0.14 0.06 0.01 0.122
H -1.9882 3.3211 -3.7601 0.12 0.07 -0.03 0.100
H 0.1076 3.1415 3.8508 -0.12 -0.05 0.05 0.078
H -6.3195 -1.7858 4.3194 0.02 0.04 -0.03 0.089
H -1.8600 5.4875 4.1324 0.02 -0.06 -0.11 0.091
H 1.9337 2.6391 -7.1753 -0.10 -0.06 0.08 0.032
H -0.9858 -4.5466 1.1042 0.10 0.08 -0.09 0.110
H 5.0310 4.2039 0.8347 0.09 0.00 -0.09 0.090
H -0.0140 -4.0345 -3.1919 -0.01 0.04 0.10 0.115
H 5.9242 2.5935 -2.4322 0.09 -0.03 0.06 0.087
H -4.1493 3.6904 3.2895 0.05 -0.06 0.06 0.089
H 6.5706 1.0888 -1.7525 0.00 0.12 0.01 0.080
H -0.7840 5.2461 2.7432 -0.08 0.01 0.05 0.080
H 2.5037 -1.5036 -2.3916 0.09 -0.11 -0.08 0.121
H 1.1892 3.9372 -3.8060 0.11 -0.02 0.00 0.030
H -3.1546 3.3990 -2.4238 -0.03 0.04 0.16 0.116
H -4.4738 -3.3281 4.6800 0.08 0.01 -0.04 0.089
H 6.6471 4.2996 0.1235 -0.09 -0.02 -0.03 0.090
H 7.4402 2.6113 -1.5064 -0.10 -0.05 0.00 0.091
H 2.4623 3.1085 -2.8671 0.03 0.10 -0.16 -0.002
H -3.3888 3.7228 4.8801 0.00 -0.04 -0.05 0.090
H -3.8504 2.0809 1.7626 0.14 0.06 -0.10 0.112
H -5.2167 -0.5295 3.7418 -0.08 -0.08 -0.04 0.083
H 3.3090 -0.2546 -5.5020 0.04 0.10 0.06 0.028
H -3.3230 -3.8861 1.1521 -0.04 0.09 0.01 0.116
H -0.5662 -4.8924 3.3170 0.08 -0.09 -0.06 0.083
H 0.0135 -6.1948 2.2446 0.00 0.06 0.08 0.090
H 5.7935 1.9139 1.8312 0.07 -0.01 -0.07 0.094
H 2.9547 -5.9947 3.0345 -0.03 0.07 -0.09 0.089
H -3.5565 2.1818 4.0315 0.00 0.12 -0.02 0.086
H -6.4826 -3.9809 3.2652 0.03 -0.01 -0.08 0.088
H 0.6782 -6.0190 3.8693 -0.04 0.05 -0.05 0.091
H 3.6893 -2.0064 -1.1915 -0.01 0.01 -0.05 0.130
H -3.2657 -2.1843 4.0594 -0.06 -0.06 -0.02 0.091
H 0.4465 2.8359 -2.0276 -0.07 0.18 -0.12 0.081
H -0.5601 0.6647 -4.9008 0.15 0.18 -0.18 0.021
H 0.6751 -0.5644 -4.5912 0.11 0.08 -0.26 -0.012
H 2.1205 -4.1025 4.4937 -0.03 0.08 -0.09 0.090
H -3.2187 2.0576 -3.5862 -0.05 -0.10 0.02 0.099
```
Forces are in eV/Å.